[1]
C2H3N2OS | the ωB97M-V functional and the def2-TZVPD basis

Each line ends with the natural charge from an NBO analysis.
CARTESIAN COORDINATES (ANGSTROEM)
C  -0.568329  -1.351196  -0.611584  -0.054
C  0.783333  0.841016  0.138070  -0.256
N  -1.169253  -0.484779  0.169131  -0.277
N  -0.569177  0.558274  0.552874  0.348
O  -1.048297  1.430560  1.219292  -0.162
S  0.984310  -1.092642  -1.177166  0.451
H  -1.110634  -2.362285  -0.941234  0.312
H  1.057073  1.898151  -0.287653  0.325
H  1.640973  0.562901  0.938270  0.313

Forces on the atoms, in the same order (eV/Å):
C 0.5 -1.8 -1.1
C 4.5 -1.7 -0.6
N -3.1 -1.7 0.5
N 1.6 2.0 -0.3
O -0.6 -0.3 0.3
S -0.3 2.8 1.5
H 1.0 2.5 1.0
H -1.1 -2.2 0.3
H -2.4 0.4 -1.6

Its orbital gap (spin up / spin down) is 0.3096 / 0.3096 hartree. The relative energy (zero: lowest compared OMol25 entry of this formula, charge and spin) comes out at 117.39 kcal per mole. Its molar mass is 103.126 g/mol. Its LUMO energy (spin up / spin down) is -7.46 / -7.46 eV. The calculation puts the highest occupied orbital energy (spin up / spin down) at -15.88 / -15.88 eV. The net charge is +1.

=====

[2]
C40H108N8O11 | the ωB97M-V functional and the def2-TZVPD basis

Each line ends with the Löwdin charge.
CARTESIAN COORDINATES (ANGSTROEM)
C  -3.427787  -3.311303  1.991822  -0.035
C  -4.985028  -3.495558  1.839534  -0.508
C  -5.559230  -2.443373  2.687337  -0.143
C  -7.032902  -2.035944  2.328548  -0.191
C  -7.245147  -1.825674  0.910305  -0.179
C  -6.775638  -3.047433  0.004462  -0.417
N  -5.312120  -3.273171  0.407022  -0.102
O  -4.688686  -4.102113  -0.517665  -0.004
C  -7.772248  -4.266616  0.318782  -0.019
C  -6.981544  -2.605341  -1.450469  -0.030
C  -5.392094  -4.848278  2.448626  -0.023
H  -2.945683  -4.223725  1.640878  0.068
H  -3.132523  -3.346662  3.040476  0.086
H  -2.932515  -2.448957  1.545545  0.068
H  -5.470492  -2.565269  3.766854  0.133
H  -5.004219  -1.570688  2.343143  0.117
H  -7.352163  -1.100087  2.787190  0.116
H  -7.690810  -2.798268  2.745811  0.108
H  -6.857924  -0.889253  0.508709  0.114
H  -8.322951  -1.750807  0.765914  0.115
H  -7.602879  -4.854928  1.220625  0.054
H  -8.801084  -3.907053  0.336174  0.079
H  -7.710445  -4.891651  -0.572074  0.074
H  -6.592046  -1.604507  -1.636822  0.069
H  -6.287266  -3.216317  -2.027332  0.078
H  -8.053216  -2.576852  -1.647458  0.093
H  -4.595622  -5.298051  3.041452  0.083
H  -5.550930  -5.542238  1.623222  0.069
H  -6.338501  -4.866014  2.989084  0.080
H  -5.160932  -4.908166  -0.296579  0.086
C  1.543487  -0.311937  -2.621386  -0.210
O  0.894350  0.826337  -2.260506  -0.100
H  2.526935  0.023487  -2.950644  0.078
H  1.786298  -1.017082  -1.826450  0.046
H  1.222993  -0.997627  -3.405752  0.087
H  1.399618  1.241450  -1.557662  0.047
C  -0.869404  -2.500051  -1.533460  -0.125
O  -1.665279  -3.491638  -0.858215  -0.135
H  -1.564645  -2.145454  -2.294373  0.072
H  -0.570812  -1.660082  -0.906247  0.058
H  0.013445  -2.904667  -2.028407  0.080
H  -2.387893  -3.077425  -0.380888  0.030
C  3.391159  -2.352066  0.141713  -0.111
O  2.470868  -3.067794  1.004425  -0.142
H  3.560708  -2.748067  -0.859554  0.086
H  2.992607  -1.349100  -0.010963  0.064
H  4.360411  -2.323670  0.639566  0.064
H  3.001105  -3.856738  1.138691  0.083
C  -0.306541  -5.511952  3.665138  -0.062
C  0.388940  -5.143501  2.377168  -0.385
C  0.172146  -6.133375  1.201800  -0.225
O  0.822736  -7.328786  1.516181  -0.175
C  0.826998  -8.215394  0.369937  -0.088
N  -0.007359  -3.761843  1.973804  0.052
H  0.332439  -6.210248  4.205689  0.079
H  -1.376901  -5.705982  3.595955  0.072
H  -0.435558  -4.609842  4.263193  0.068
H  1.463416  -5.109933  2.557367  0.124
H  0.650835  -5.816263  0.275301  0.108
H  -0.857590  -6.197195  0.850154  0.127
H  1.563337  -8.974970  0.632526  0.085
H  1.211539  -7.699991  -0.510171  0.079
H  -0.098788  -8.712246  0.079843  0.086
H  0.876442  -3.317276  1.770443  0.014
H  -0.427365  -3.806383  1.056350  0.038
C  5.997910  3.255376  -0.416481  -0.075
C  7.096768  4.164316  0.175990  -0.408
C  7.227716  4.051302  1.712417  -0.180
O  6.190915  4.885236  2.259059  -0.189
C  6.119429  4.726677  3.633213  -0.143
N  8.335184  3.748834  -0.487071  0.028
H  5.094216  3.739132  -0.045797  0.063
H  6.089858  2.202320  -0.150546  0.077
H  5.892798  3.239241  -1.501279  0.070
H  6.779915  5.188570  -0.020536  0.139
H  8.202697  4.350287  2.097296  0.124
H  7.039770  3.039454  2.071511  0.119
H  5.279312  4.054985  3.809633  0.085
H  5.945733  5.688328  4.116079  0.089
H  6.946564  4.229806  4.140229  0.085
H  8.040695  3.802337  -1.451710  0.059
H  8.329521  2.748890  -0.344985  0.062
C  -1.048104  0.512993  1.358961  -0.075
C  0.245629  -0.156989  1.654753  -0.427
C  1.433894  0.832278  1.632920  -0.128
O  1.751508  1.444535  0.357061  -0.225
C  2.823547  2.309962  0.440991  -0.133
N  0.017886  -0.908638  2.915736  0.063
H  -1.845605  -0.174759  1.077713  0.056
H  -0.955398  1.137828  0.470649  0.060
H  -1.459361  1.020537  2.231517  0.091
H  0.462979  -0.870480  0.859890  0.108
H  2.314714  0.193342  1.696407  0.101
H  1.508540  1.519994  2.475273  0.136
H  2.913173  2.872527  -0.488300  0.081
H  3.727265  1.733265  0.637991  0.082
H  2.692594  3.083763  1.197428  0.095
H  0.987939  -1.179246  2.992257  0.050
H  -0.543337  -1.746560  2.860647  0.038
C  -4.259778  0.980477  -1.380415  -0.046
C  -3.879150  0.728287  -2.853524  -0.403
C  -4.444782  1.791293  -3.783301  -0.216
O  -5.834341  1.819019  -3.748255  -0.175
C  -6.502288  2.876126  -4.410108  -0.096
N  -2.423837  0.664291  -2.912543  0.046
H  -3.755483  0.315878  -0.678908  0.060
H  -5.346713  0.899844  -1.367387  0.072
H  -3.900364  1.903764  -0.926023  0.069
H  -4.229316  -0.279719  -3.075800  0.133
H  -4.051760  1.617681  -4.785049  0.134
H  -4.111076  2.742785  -3.369311  0.103
H  -6.597932  2.708299  -5.482860  0.082
H  -5.997536  3.818208  -4.196102  0.079
H  -7.570735  3.033813  -4.262926  0.083
H  -2.008991  0.066545  -3.613041  0.080
H  -1.993598  0.273170  -2.086701  0.047
C  4.401003  -0.377534  7.425972  -0.058
C  3.752239  -1.540793  6.658830  -0.444
C  4.530247  -2.031693  5.476613  -0.233
O  4.375177  -1.160271  4.406070  -0.193
C  4.830414  -1.588142  3.098353  -0.071
N  3.579404  -2.670229  7.572043  0.027
H  3.819776  0.004176  8.265359  0.077
H  4.716421  0.326259  6.655722  0.072
H  5.370840  -0.758159  7.746334  0.073
H  2.763423  -1.159269  6.404274  0.135
H  4.080626  -2.994293  5.233030  0.119
H  5.598901  -2.119681  5.672412  0.136
H  5.823752  -2.021969  3.213147  0.089
H  4.886216  -0.794440  2.353346  0.080
H  4.111600  -2.352226  2.802399  0.065
H  3.473507  -3.517156  7.032046  0.055
H  2.791482  -2.546389  8.191680  0.073
C  4.753571  3.545793  -5.243064  -0.069
C  3.502187  4.146038  -4.596827  -0.433
C  2.326164  4.465421  -5.567208  -0.146
O  2.727534  5.568394  -6.418287  -0.183
C  2.693804  6.804528  -5.763267  -0.145
N  3.072735  3.263076  -3.524949  0.050
H  5.188315  4.151939  -6.037848  0.078
H  4.562964  2.549509  -5.642043  0.074
H  5.584675  3.467227  -4.542203  0.065
H  4.005916  5.039510  -4.227939  0.122
H  1.411069  4.735631  -5.040231  0.098
H  2.105510  3.585074  -6.170853  0.127
H  3.560793  7.158454  -5.205438  0.086
H  1.726237  7.176849  -5.426689  0.089
H  2.765151  7.460959  -6.630505  0.083
H  2.716608  2.457571  -4.019353  0.061
H  2.317327  3.532513  -2.911055  0.060
C  -2.567892  5.375332  -4.485852  -0.044
C  -1.469569  4.616468  -3.672874  -0.408
C  -1.731159  4.329874  -2.192742  -0.202
O  -0.488392  4.188333  -1.468970  -0.193
C  -0.694082  4.138532  -0.019379  -0.063
N  -1.129046  3.318388  -4.282093  0.043
H  -2.654175  6.329191  -3.965475  0.067
H  -3.581248  4.974016  -4.473124  0.051
H  -2.207963  5.517695  -5.504814  0.075
H  -0.592900  5.261434  -3.732749  0.120
H  -2.499861  3.569141  -2.056748  0.103
H  -2.134022  5.315543  -1.959807  0.112
H  -1.364786  3.316781  0.231600  0.071
H  -1.138599  5.060139  0.356293  0.079
H  0.324284  4.175954  0.367434  0.080
H  -0.293699  3.031002  -3.792484  0.039
H  -1.761723  2.557894  -4.078436  0.016

Forces on the atoms, in the same order (eV/Å):
C -0.2 -1.8 0.2
C 1.7 -1.0 0.0
C -2.0 3.5 -0.9
C 1.0 -0.6 2.3
C -0.6 -1.3 -2.6
C -0.5 1.1 2.7
N -2.1 2.7 -0.2
O -0.1 -0.8 0.9
C 0.9 0.7 -1.1
C 1.5 -0.1 0.8
C 0.2 -1.0 -1.2
H 0.2 0.1 -0.5
H -0.3 0.4 0.3
H -0.6 0.2 -0.2
H 0.4 -0.3 -0.2
H 0.2 0.5 0.7
H 0.4 0.0 0.7
H -0.3 -0.2 -0.2
H 0.5 -0.1 0.2
H -0.2 0.1 -0.3
H 0.2 0.2 -0.2
H 0.0 0.2 0.1
H -0.1 -0.5 0.2
H -0.1 0.2 0.4
H -0.9 -0.4 -0.7
H 0.2 -0.5 -0.5
H -0.1 0.2 0.2
H 0.1 -0.4 0.0
H 0.2 0.4 0.2
H 0.4 -1.2 -0.7
C 3.2 -1.3 -0.2
O -2.3 0.7 -0.3
H 0.6 -0.4 -0.4
H -0.4 0.1 0.7
H -1.2 0.9 -0.3
H -0.2 0.0 0.5
C -1.6 0.0 -0.2
O 1.4 -0.4 0.2
H 0.5 0.6 -0.5
H 0.1 0.0 0.2
H -0.2 -0.5 0.3
H -0.2 0.1 -0.1
C -0.2 0.7 0.3
O 1.7 0.2 -1.4
H -0.4 -0.6 0.0
H 0.1 0.0 0.3
H 0.1 0.3 -0.1
H -0.6 -0.6 0.5
C 0.0 0.7 0.5
C -0.9 0.5 -1.2
C 0.8 0.9 0.1
O -0.9 -1.6 -0.9
C 1.2 0.1 0.9
N 0.2 -0.7 0.0
H -0.7 -0.4 0.2
H 0.1 -1.1 -0.5
H 0.9 0.3 0.2
H 0.1 -0.2 0.1
H 0.4 1.0 -0.1
H -0.6 -0.5 0.7
H -0.1 -0.2 -0.1
H 0.0 0.3 -0.1
H -0.4 0.3 0.5
H -0.3 0.4 0.1
H -0.5 0.0 -0.3
C -0.9 1.1 0.9
C -0.2 -1.5 0.1
C -1.2 0.4 -0.7
O 1.5 -0.1 -0.9
C -1.2 -0.3 1.0
N 0.1 0.7 0.1
H -0.6 -0.8 0.1
H 0.0 0.0 0.5
H 0.4 0.5 -0.1
H 0.6 0.2 -0.2
H 0.2 0.2 -0.3
H 0.1 -0.4 -0.2
H -0.4 0.1 0.5
H -0.1 0.0 0.0
H 0.6 0.2 -0.4
H 0.6 0.1 -0.6
H 0.5 -0.4 0.1
C -1.1 0.5 -1.1
C -1.8 0.0 -0.6
C 1.6 -1.5 0.0
O -2.6 -0.3 0.3
C 0.6 0.6 0.1
N 2.5 2.0 0.0
H 0.1 -0.6 0.1
H 0.0 0.5 0.2
H 0.4 0.4 -0.1
H 0.1 -0.1 -0.4
H 0.3 -0.4 1.0
H -0.5 0.4 -0.1
H 0.1 -0.4 -0.3
H 0.4 0.2 0.1
H 0.0 -0.1 0.4
H 0.1 -1.1 1.4
H 0.1 -0.1 -0.8
C -0.1 0.0 -0.3
C 0.6 -1.1 1.6
C 0.5 0.4 0.3
O -2.1 -0.8 0.4
C 0.5 0.3 -0.9
N 1.0 0.5 -0.4
H -0.4 -0.9 -0.3
H 0.1 0.1 0.7
H -0.3 0.7 -0.7
H -0.8 0.1 -0.4
H 0.0 0.2 -0.3
H 0.5 0.3 -0.3
H 1.0 0.0 -0.5
H 0.0 0.2 -0.2
H 0.0 -0.7 1.5
H -0.5 0.1 -0.7
H -0.3 0.4 0.5
C 1.3 -1.0 -1.3
C -0.8 0.9 2.0
C -0.1 -0.1 -0.7
O -0.2 1.9 -1.7
C -0.3 -0.8 1.9
N 0.6 -0.3 0.0
H 0.0 0.1 -0.3
H -0.6 0.8 0.3
H 0.0 -0.1 0.7
H -0.1 -0.1 -1.0
H 0.3 -0.5 -0.3
H 0.2 -0.4 0.4
H 0.2 -0.2 -0.2
H -0.3 0.3 0.5
H 0.2 -0.1 -0.5
H -0.3 -0.2 0.3
H 0.0 -0.1 -0.1
C 0.0 -0.6 -0.6
C 0.3 0.5 0.0
C 1.7 0.9 0.2
O -0.6 -1.4 0.9
C 0.0 1.9 -2.5
N 0.4 -0.8 0.0
H -0.5 0.2 -0.2
H 0.0 -0.2 -0.1
H -0.3 -0.1 0.4
H -1.1 0.6 0.6
H 0.0 0.0 0.3
H 0.1 0.1 -0.3
H -0.1 -0.8 0.8
H -0.2 -0.8 1.0
H 0.3 0.4 -0.3
H -0.1 -0.6 0.3
H -0.1 0.8 -0.2
C 0.6 0.0 1.5
C -0.5 -2.2 -0.7
C 0.2 2.9 -0.3
O -1.3 -0.5 0.4
C 0.3 0.8 -1.7
N 1.1 0.5 -1.0
H -0.1 0.4 -0.4
H 0.2 -0.5 -0.1
H -0.1 0.0 0.1
H 0.2 -0.1 0.1
H 0.4 -0.3 0.3
H -0.6 0.1 1.3
H 0.5 -0.2 0.3
H -0.4 0.2 -0.3
H -0.2 -0.9 0.3
H 0.4 -0.3 -0.1
H -0.5 0.3 0.3

Its orbital gap is 0.3177 hartree. The relative energy (zero: lowest compared OMol25 entry of this formula, charge and spin) comes out at 141.24 kcal per mole. Its molar mass is 877.349 g/mol. Its LUMO energy is 0.27 eV. The calculation puts the highest occupied orbital energy at -8.37 eV. The net charge is 0.

=====

> Which value of relative energy (zero: lowest compared OMol25 entry of this formula, charge and spin) does entry 1 give?

117.39 kcal per mole

=====

> molar mass of number 1 (C2H3N2OS)?

103.126 g/mol

=====

> The lowest net charge belongs to which entry?

C40H108N8O11